The following is a DFT calculation (wB97M-V/def2-TZVPD) of a molecular structure, C34H27AsN2O6SeV at a distorted geometry.

CARTESIAN COORDINATES (ANGSTROEM)
V  0.131  -2.124  0.453
O  1.562  -1.295  0.224
C  2.751  -1.471  0.711
C  3.913  -1.283  -0.055
C  5.154  -1.552  0.485
C  5.278  -1.967  1.810
C  4.151  -2.155  2.586
C  2.876  -1.926  2.061
C  1.699  -1.979  2.881
N  0.520  -1.852  2.406
C  -0.625  -1.693  3.248
C  -1.454  -0.614  2.537
N  -1.484  -0.956  1.136
C  -2.597  -0.934  0.498
C  -2.801  -1.446  -0.824
C  -4.093  -1.604  -1.346
C  -4.296  -2.270  -2.536
C  -3.210  -2.755  -3.263
C  -1.919  -2.567  -2.813
C  -1.698  -1.944  -1.577
O  -0.532  -1.885  -1.023
H  3.805  -0.964  -1.082
H  6.034  -1.441  -0.130
H  6.254  -2.147  2.233
H  4.247  -2.495  3.605
H  1.844  -2.075  3.962
H  -0.363  -1.382  4.268
H  -1.162  -2.652  3.284
H  -0.906  0.334  2.644
H  -2.459  -0.511  2.964
H  -3.494  -0.557  0.999
H  -4.933  -1.238  -0.776
H  -5.299  -2.423  -2.901
H  -3.372  -3.299  -4.181
H  -1.071  -2.942  -3.369
C  2.956  5.428  -0.138
C  3.533  4.213  -0.474
C  2.823  3.042  -0.275
C  1.530  3.074  0.244
C  0.971  4.297  0.603
C  1.686  5.468  0.411
As  0.642  1.312  0.512
C  -1.206  1.963  0.539
C  -1.892  2.519  1.606
C  -3.214  2.910  1.451
C  -3.857  2.730  0.235
C  -3.179  2.172  -0.834
C  -1.850  1.793  -0.694
C  -1.004  1.256  -1.753
C  -1.401  1.087  -3.073
C  -0.489  0.652  -4.016
C  0.810  0.342  -3.645
C  1.207  0.481  -2.324
C  0.313  0.949  -1.374
H  3.502  6.343  -0.305
H  4.537  4.185  -0.872
H  3.268  2.079  -0.518
H  -0.023  4.333  1.034
H  1.258  6.416  0.702
H  -1.387  2.672  2.557
H  -3.740  3.361  2.280
H  -4.884  3.045  0.116
H  -3.679  2.036  -1.781
H  -2.413  1.317  -3.372
H  -0.788  0.564  -5.049
H  1.516  -0.004  -4.387
H  2.226  0.243  -2.045
O  -0.395  -5.845  0.300
Se  -0.061  -4.587  1.137
O  0.267  -4.773  2.654
O  1.150  -3.638  0.447
O  -1.187  -3.372  0.979

## Properties
E_tot: -202825.889 eV
Molar mass: 764.42 g/mol
Relative energy (zero: lowest compared OMol25 entry of this formula, charge and spin): 168.7 kJ/mol
Orbital gap: 6.06 eV
Strongest force on any atom: 3.8 eV/A
Total charge: +1